# 1
71
Properties=species:S:1:pos:R:3 method="wB97M-V/def2-TZVPD" energy_ev=-49284.73210 e_homo_ev="-17.941 / -18.132" multiplicity=4 charge=+3 gap_ha="0.2796 / 0.1347" lumo_energy_ev="-10.3317 / -14.4678"
Tc -0.571 0.031 -0.565
P -0.112 2.311 -0.555
P -0.086 -2.240 -0.757
O -3.368 -0.069 0.758
N 1.020 0.043 2.095
N 1.353 0.068 -1.741
C -2.722 3.326 -0.889
C -2.315 -0.027 0.252
C -0.811 -4.202 -2.714
C 3.044 0.275 3.440
C 2.305 1.278 -1.595
C -1.365 3.165 -1.601
C -1.228 -3.319 1.601
C 2.327 0.376 2.190
C 1.593 -2.434 -1.540
C 2.370 -0.266 4.530
C 0.447 -0.496 3.149
C 0.023 -3.372 0.721
C 0.299 4.757 0.895
C -0.931 4.498 -2.223
C 2.338 -1.081 -1.562
C 1.065 -0.677 4.398
C -1.298 -2.955 -1.967
C 1.522 2.590 -1.355
C -1.061 2.962 2.032
C 0.419 -4.814 0.389
C 0.080 3.250 1.059
C -2.680 -3.193 -1.336
H 1.068 5.008 0.158
H -1.397 -2.125 -2.697
H -1.509 2.441 -2.431
H 0.144 -4.040 -3.222
H 1.512 -2.769 -2.579
H -3.043 -2.319 -0.768
H -0.435 -5.383 -0.003
H 2.249 -3.155 -1.010
H -2.679 4.128 -0.130
H 0.005 4.406 -2.782
H 0.861 -2.912 1.278
H -3.483 3.612 -1.631
H -0.625 -0.830 2.980
H -0.928 -3.479 2.647
H 1.004 2.791 1.451
H 4.049 0.650 3.437
H 0.628 5.173 1.860
H -1.562 -4.466 -3.477
H 2.887 -0.329 5.476
H 0.401 0.070 -2.443
H 2.174 3.256 -0.756
H -2.664 -4.068 -0.667
H -0.904 0.028 -2.063
H 0.731 -5.310 1.316
H -0.811 3.396 3.012
H -1.929 -4.121 1.341
H -0.714 -5.057 -2.028
H -3.406 -3.395 -2.139
H -1.759 -2.361 1.551
H -0.639 5.272 0.635
H -3.061 2.394 -0.404
H 2.800 0.745 1.293
H 2.978 -0.974 -0.633
H -2.004 3.420 1.699
H 3.049 -1.064 -2.436
H -1.717 4.827 -2.918
H 2.869 1.330 -2.555
H 0.468 -1.090 5.221
H 1.420 3.063 -2.340
H 1.253 -4.885 -0.317
H 3.100 1.172 -0.763
H -1.223 1.889 2.176
H -0.816 5.280 -1.452

---

# 2
72
Properties=species:S:1:pos:R:3 method="wB97M-V/def2-TZVPD" energy_ev=-67345.72724 e_homo_ev="-19.558 / -19.556" multiplicity=4 charge=+4 gap_ha="0.2358 / 0.1856" lumo_energy_ev="-13.1408 / -14.5072"
Tc 0.253 0.465 -0.282
S 0.094 -1.056 -1.907
P 2.027 0.828 1.210
P -1.587 1.487 0.418
P 0.961 1.861 -1.899
N -0.410 -1.144 3.336
N -1.191 -3.245 2.975
C -1.712 3.227 -0.059
C 3.572 1.139 0.362
C 1.555 2.442 1.960
C -1.101 -2.194 3.810
C -1.629 -2.087 -4.345
C 2.562 -0.041 2.702
C -0.056 -2.553 -0.111
C 1.110 -1.973 0.442
C -1.733 -2.863 -5.530
C -1.699 -2.228 5.109
C -3.095 0.672 -0.310
C 2.379 1.265 -2.889
C -0.691 -0.078 5.482
C 0.314 -3.353 -3.721
C -0.302 -0.086 4.136
C -2.162 1.570 2.132
C 1.530 3.550 -1.446
C -0.769 -3.834 -5.853
C -0.593 -2.350 -3.465
C 0.239 -4.112 -4.901
C -1.417 -1.173 5.975
C -0.259 2.210 -3.229
H 2.035 -1.989 -0.157
H -0.716 -3.207 2.076
H 2.411 3.542 -0.783
H 1.267 -1.876 1.530
H 3.609 2.085 -0.170
H -1.040 -2.295 0.376
H -2.895 0.361 -1.344
H -2.379 -1.326 -4.142
H -3.356 -0.219 0.296
H 2.696 0.248 -2.631
H -1.665 -4.081 3.273
H 1.168 -3.536 -3.058
H 0.692 4.044 -0.927
H 2.343 2.699 2.679
H 3.635 -0.252 2.585
H 2.435 0.588 3.602
H 3.794 0.356 -0.362
H 1.474 3.202 1.176
H -1.440 2.061 2.794
H -2.231 -3.127 5.426
H -1.269 1.894 -2.894
H -0.022 1.627 -4.138
H 4.352 1.154 1.124
H -2.598 3.672 0.401
H 3.215 1.969 -2.759
H -0.838 3.771 0.302
H -3.049 2.210 2.022
H -1.049 -0.299 -0.924
H -0.290 3.277 -3.482
H 0.972 -4.893 -5.074
H 0.133 0.808 3.686
H -1.765 -1.168 7.013
H 1.785 4.118 -2.352
H 2.029 1.270 -3.953
H -0.107 -3.394 -0.840
H -2.566 -2.724 -6.209
H -0.855 -4.403 -6.793
H -1.774 3.299 -1.145
H -3.936 1.388 -0.291
H -0.536 0.820 6.059
H 2.003 -0.956 2.875
H 0.584 2.345 2.485
H -2.444 0.595 2.549

---

# 3
78
Properties=species:S:1:pos:R:3 method="wB97M-V/def2-TZVPD" energy_ev=-85579.05151 e_homo_ev="-13.005 / -13.053" multiplicity=3 charge=+2 gap_ha="0.2204 / 0.2290" lumo_energy_ev="-7.0082 / -6.8205"
W -1.969 0.125 -0.101
Te 0.216 -1.106 -0.470
S -1.976 0.697 2.163
Si 2.274 2.224 0.012
Si 3.134 -1.286 1.783
Si 3.576 -0.868 -2.214
Si 2.608 -0.100 -0.197
O -1.712 2.169 -0.712
O -3.612 1.130 -0.960
O -1.945 0.687 -3.021
N -3.182 -1.636 0.280
N -3.150 -0.350 4.313
N -3.908 -1.319 2.524
C 2.781 -3.110 1.573
C 2.106 -0.577 3.182
C -5.381 -2.333 0.906
C -5.583 -2.901 -0.341
C 3.899 2.954 0.574
C -3.045 -0.373 2.981
C 2.440 -0.427 -3.638
C -4.160 -1.744 1.193
C -4.074 -1.291 4.724
C 3.812 -2.718 -2.108
C -3.916 1.974 -3.688
C -1.658 3.090 -3.434
C 0.910 2.552 1.254
C -2.713 1.903 -1.450
C -2.591 2.002 -2.960
C -2.394 0.543 5.193
C 5.206 0.038 -2.343
C -4.541 -2.903 -1.257
C 4.960 -0.981 2.045
C -3.377 -2.270 -0.901
C -4.544 -1.901 3.626
C 1.798 2.843 -1.685
H -6.171 -2.333 1.641
H 0.965 2.264 -2.085
H 4.714 2.679 -0.098
H 5.551 -1.408 1.232
H 5.825 -0.118 -1.458
H 1.189 2.213 2.253
H -1.479 2.972 -4.504
H 1.042 -0.563 2.930
H 2.236 -1.179 4.085
H -4.627 -3.373 -2.225
H -2.531 -2.233 -1.579
H 4.161 2.615 1.579
H 3.846 4.045 0.598
H 5.186 0.086 2.101
H -4.563 1.193 -3.296
H 1.444 -0.855 -3.497
H -0.715 3.055 -2.904
H -1.671 0.498 -3.928
H -1.328 0.356 5.077
H 5.301 -1.440 2.976
H 2.338 0.654 -3.747
H 0.705 3.625 1.309
H 2.634 2.760 -2.383
H -4.301 -1.451 5.763
H 1.502 3.894 -1.644
H 3.017 -3.633 2.503
H 4.562 -2.980 -1.358
H 3.391 -3.547 0.781
H -6.538 -3.348 -0.582
H 5.055 1.113 -2.465
H -0.015 2.053 0.964
H 2.883 -3.233 -1.854
H 2.843 -0.825 -4.572
H -3.736 1.793 -4.748
H -2.617 1.579 4.948
H 1.732 -3.309 1.339
H 5.773 -0.316 -3.207
H -2.110 4.071 -3.282
H -5.233 -2.718 3.528
H -2.692 0.339 6.216
H 2.412 0.444 3.418
H -4.425 2.935 -3.600
H 4.157 -3.108 -3.069

---

# 4
74
Properties=species:S:1:pos:R:3 method="wB97M-V/def2-TZVPD" energy_ev=-57274.55699 e_homo_ev=-10.674 charge=+1 gap_ha=0.2946 lumo_energy_ev=-2.6577
S -1.964 0.241 -4.327
S -0.334 1.664 -2.286
O 1.649 5.522 3.659
O 0.707 3.681 4.277
O -2.679 2.127 0.561
N 0.912 4.583 3.483
N -1.244 0.646 1.746
N -0.183 -0.943 -2.618
N -1.316 -1.549 2.773
C -0.200 0.136 4.718
C -1.625 0.417 4.156
C -1.541 1.695 -5.322
C 3.093 -1.180 -4.314
C 3.813 0.103 -3.844
C -2.145 -1.951 0.393
C 3.112 -1.693 4.435
C -0.871 -1.862 -0.455
C 0.181 4.497 2.190
C -1.885 -0.167 2.773
C -1.954 -2.506 1.795
C 0.171 -1.474 2.678
C -1.164 -1.831 -1.962
C -1.982 1.443 1.179
C 0.809 -0.647 3.822
C -3.764 2.871 -5.710
C 1.601 -1.623 4.742
C 2.099 -1.752 -3.264
C -2.409 2.919 -4.988
C 3.486 -1.701 2.941
C 0.623 -1.574 -3.690
C -0.764 0.280 -3.022
H 1.178 -2.631 4.717
H -1.290 -3.368 1.739
H 2.277 -1.224 -2.332
H 4.875 0.073 -4.079
H 1.529 0.038 3.386
H 2.589 -0.971 -5.257
H -0.421 -0.889 -0.247
H 0.625 -0.884 -4.534
H 4.395 -2.286 2.817
H 0.493 -1.104 1.711
H -4.199 3.869 -5.756
H -2.816 -2.657 -0.108
H -0.120 -2.605 -0.177
H 2.319 -2.816 -3.169
H 3.859 -1.934 -4.491
H 1.509 -1.291 5.776
H -0.493 1.955 -5.179
H -2.963 -0.258 2.622
H 3.727 0.247 -2.767
H -2.153 -1.370 -2.061
H -1.676 1.443 -6.374
H 3.626 -0.912 4.993
H 0.444 5.347 1.572
H 3.711 -0.687 2.610
H -0.316 -0.320 5.698
H 3.373 0.984 -4.311
H -2.683 -1.004 0.380
H -1.918 3.852 -5.265
H 0.521 -2.502 2.739
H 0.195 -2.518 -4.027
H 3.467 -2.635 4.857
H 2.715 -2.138 2.310
H -3.662 2.521 -6.736
H -2.391 0.058 4.847
H -1.202 -2.823 -2.408
H 0.251 1.109 4.899
H -1.502 -1.921 3.707
H -2.903 -2.837 2.215
H -4.463 2.242 -5.158
H -2.568 2.923 -3.911
H 0.480 3.563 1.721
H -0.880 4.497 2.423
H -1.764 1.494 4.089

---

Number 1: strongest force on any atom 6.2 eV Å⁻¹. Number 2: strongest force on any atom 3.9 eV Å⁻¹. Number 3: strongest force on any atom 1.0 eV Å⁻¹. Number 4: strongest force on any atom 1.5 eV Å⁻¹.